1.
Entry from the OMol25 dataset: a cluster of 3 separate species, C15H36 in total at a distorted geometry (wB97M-V/def2-TZVPD).

As for the multiplicity: 1. As for the total energy: -592.8341 hartree. The value obtained for the molecular weight is 216.45 g mol⁻¹. The HOMO-LUMO gap comes out at 0.4029 hartree. The SMILES is CCCCC.CCCCC.CCCCC.

Last column: natural (NBO) charge in e.
Geometry (Å):
C -0.662 -0.131 -4.136  -0.593
C -0.937 -0.915 -2.833  -0.361
C -0.192 -2.280 -2.858  -0.383
C -0.458 -2.960 -1.732  -0.393
C 0.019 -4.396 -1.646  -0.584
H 0.455 0.196 -4.172  0.201
H -1.257 0.776 -4.010  0.201
H -1.043 -0.593 -4.943  0.197
H -1.881 -0.949 -2.782  0.181
H -0.581 -0.454 -1.949  0.183
H 0.896 -2.167 -2.888  0.188
H -0.541 -2.693 -3.758  0.188
H -1.503 -2.988 -1.596  0.191
H 0.129 -2.406 -0.989  0.189
H -0.418 -5.035 -2.576  0.190
H -0.452 -4.669 -0.721  0.208
H 1.070 -4.462 -1.581  0.200
C 2.337 1.176 -2.064  -0.605
C 2.341 2.258 -0.939  -0.396
C 0.871 2.721 -0.401  -0.381
C 0.949 3.801 0.315  -0.420
C -0.334 4.178 1.040  -0.569
H 2.097 1.559 -2.963  0.192
H 1.592 0.343 -1.863  0.200
H 3.396 0.757 -2.280  0.209
H 3.045 3.073 -1.242  0.204
H 2.661 1.708 -0.129  0.195
H 0.292 1.970 0.309  0.186
H 0.483 2.654 -1.410  0.207
H 1.174 4.616 -0.337  0.195
H 1.751 3.703 0.987  0.197
H -1.108 4.004 0.470  0.193
H -0.337 5.159 1.512  0.211
H -0.506 3.379 1.897  0.179
C -2.150 -0.590 4.907  -0.601
C -2.372 -0.655 3.323  -0.373
C -1.104 -0.381 2.446  -0.412
C 0.035 -0.966 2.712  -0.368
C 1.191 -0.522 1.821  -0.578
H -1.503 -1.460 5.192  0.201
H -3.028 -0.867 5.419  0.213
H -1.707 0.248 5.149  0.193
H -3.135 -0.012 2.919  0.201
H -2.569 -1.739 3.053  0.186
H -0.888 0.621 2.541  0.187
H -1.294 -0.562 1.476  0.196
H 0.091 -2.112 2.596  0.183
H 0.439 -0.680 3.737  0.188
H 2.040 -1.204 1.852  0.206
H 1.642 0.439 2.240  0.192
H 0.964 -0.495 0.887  0.188

***

2.
Entry from the OMol25 dataset: a structure of composition C15H36AsBF4NOSSeSi3Sn (wB97M-V/def2-TZVPD).

As for the multiplicity: 1. As for the total energy: -7266.0704 hartree. The value obtained for the molecular weight is 722.18 g mol⁻¹. The HOMO-LUMO gap comes out at 0.2388 hartree. As for the net charge: -1.

Last column: natural (NBO) charge in e.
Geometry (Å):
Sn 0.180 -0.723 0.803  0.866
F -2.100 -1.447 2.666  -0.580
B -1.574 -2.667 3.193  1.351
F -1.096 -3.430 2.086  -0.575
F -0.517 -2.385 4.051  -0.558
F -2.596 -3.366 3.834  -0.565
C -2.924 -2.089 -0.391  -0.272
O -1.816 -2.982 -0.645  -0.488
C -0.631 -2.596 -0.376  0.346
C 0.351 -3.672 -0.647  -0.784
H -3.050 -2.012 0.684  0.238
H -3.787 -2.551 -0.859  0.190
H -2.710 -1.123 -0.841  0.221
H -0.120 -4.564 -1.061  0.210
H 0.842 -3.911 0.299  0.271
H 1.121 -3.272 -1.310  0.269
C 3.562 -2.858 1.012  -1.132
Si 3.838 -1.162 0.257  1.473
C 4.118 0.035 1.675  -1.135
C 5.401 -1.221 -0.786  -1.121
Se 2.145 -0.528 -1.091  -0.802
H 4.420 -3.143 1.629  0.227
H 3.429 -3.619 0.241  0.230
H 2.677 -2.858 1.654  0.248
H 4.943 -0.313 2.303  0.226
H 3.226 0.112 2.301  0.248
H 4.361 1.035 1.309  0.233
H 6.263 -1.514 -0.180  0.222
H 5.605 -0.243 -1.226  0.234
H 5.293 -1.939 -1.601  0.234
S -0.156 -2.313 -5.714  0.386
C 0.235 -0.763 -5.099  -0.460
C -0.213 -0.649 -3.824  -0.034
N -0.861 -1.752 -3.328  -0.429
C -0.898 -2.695 -4.213  -0.154
H 0.778 -0.039 -5.682  0.242
H -0.096 0.216 -3.188  0.237
H -1.355 -3.660 -4.042  0.213
C -4.232 0.523 1.266  -1.132
Si -2.865 1.802 1.118  1.428
C -3.761 3.361 0.543  -1.119
C -2.117 2.083 2.815  -1.134
As -1.307 1.156 -0.518  -0.832
Si 0.237 2.916 -0.304  1.437
C -0.564 4.592 0.025  -1.124
C 1.509 2.674 1.056  -1.143
C 1.111 3.110 -1.958  -1.132
H -5.047 0.955 1.856  0.226
H -3.888 -0.376 1.774  0.265
H -4.637 0.258 0.286  0.223
H -4.602 3.555 1.217  0.223
H -4.164 3.210 -0.461  0.232
H -3.133 4.249 0.524  0.232
H -2.887 2.387 3.530  0.228
H -1.344 2.856 2.796  0.225
H -1.669 1.153 3.173  0.264
H -1.021 4.659 1.013  0.230
H -1.321 4.832 -0.724  0.231
H 0.221 5.352 -0.033  0.226
H 1.033 2.520 2.027  0.238
H 2.156 3.554 1.128  0.226
H 2.136 1.808 0.839  0.253
H 0.385 3.339 -2.742  0.228
H 1.650 2.203 -2.229  0.254
H 1.832 3.933 -1.908  0.222

***

3.
Entry from the OMol25 dataset: a structure of composition C15H36B2CsNO5PtS2 at a distorted geometry (wB97M-V/def2-TZVPD).

As for the multiplicity: 4. As for the total energy: -2009.1396 hartree. The value obtained for the molecular weight is 724.20 g mol⁻¹. The HOMO-LUMO gap (alpha / beta) comes out at 0.1064 / 0.1832 hartree. Its expectation value of S² is 3.761. As for the net charge: -1.

Last column: Mulliken charge in e.
Geometry (Å):
Cs 18.104 -12.849 -18.242  0.960
Pt 19.040 -16.338 -21.810  1.384
B 18.697 -14.015 -21.280  0.028
H 18.333 -13.018 -21.085  -0.279
H 18.055 -14.777 -20.867  -0.187
H 18.827 -14.066 -22.350  -0.540
H 19.634 -14.205 -20.779  -0.138
B 19.206 -15.559 -17.310  0.893
H 18.995 -16.360 -16.619  -0.294
H 19.312 -14.639 -16.756  -0.507
H 20.115 -15.675 -17.880  -0.325
H 18.463 -15.541 -18.093  -0.577
C 15.113 -16.469 -19.595  -1.183
C 16.132 -17.613 -19.933  0.485
C 15.806 -18.442 -21.192  -0.972
O 17.526 -17.261 -19.988  -0.688
H 14.858 -15.762 -20.385  0.135
H 15.535 -16.072 -18.671  0.241
H 14.152 -16.860 -19.260  0.487
H 16.136 -18.369 -19.148  0.185
H 15.616 -17.785 -22.041  -0.134
H 14.832 -18.883 -20.985  0.474
H 16.455 -19.286 -21.423  0.278
C 22.186 -12.625 -24.534  -0.900
C 23.175 -13.430 -23.588  -0.228
C 22.926 -14.971 -23.987  -0.765
S 21.186 -15.073 -24.479  0.789
O 20.400 -15.711 -23.390  -0.397
O 21.365 -15.582 -25.813  -0.688
C 20.772 -13.195 -24.542  -0.284
H 22.428 -12.639 -25.597  0.332
H 22.072 -11.578 -24.252  0.470
H 22.877 -13.130 -22.583  -0.096
H 24.227 -13.151 -23.626  0.384
H 23.116 -15.668 -23.170  0.389
H 23.563 -15.339 -24.791  0.355
H 20.358 -13.031 -23.547  -0.027
H 20.004 -12.886 -25.251  0.566
C 14.518 -15.858 -25.333  -0.838
C 14.490 -15.093 -24.000  -0.024
C 15.706 -14.154 -23.971  -0.619
S 17.020 -15.264 -24.612  0.811
O 17.741 -15.909 -23.486  -0.828
O 17.873 -14.567 -25.628  -0.771
C 15.943 -16.567 -25.379  -0.712
H 14.540 -15.278 -26.256  0.341
H 13.605 -16.454 -25.334  0.374
H 14.561 -15.868 -23.237  -0.165
H 13.572 -14.648 -23.616  0.419
H 16.000 -13.801 -22.982  0.345
H 15.532 -13.397 -24.736  0.373
H 15.778 -17.368 -24.658  0.258
H 16.355 -17.061 -26.259  0.466
N 21.510 -12.598 -20.258  0.372
C 21.924 -13.533 -19.311  -0.442
C 23.077 -12.995 -18.640  -0.843
C 23.150 -11.604 -19.089  -0.593
C 22.265 -11.466 -20.176  -0.317
H 20.642 -12.751 -20.751  0.179
H 21.305 -14.394 -19.108  0.371
H 23.709 -13.466 -17.902  0.411
H 23.827 -10.788 -18.884  0.395
H 22.103 -10.744 -20.962  0.413

***

4.
Entry from the OMol25 dataset: a structure of composition C15H36BrCaN2O3 at a distorted geometry (wB97M-V/def2-TZVPD).

As for the multiplicity: 1. As for the total energy: -4179.6328 hartree. The value obtained for the molecular weight is 412.45 g mol⁻¹. The HOMO-LUMO gap comes out at 0.1283 hartree. As for the net charge: +1.

Last column: natural (NBO) charge in e.
Geometry (Å):
Ca -4.836 -3.142 -0.048  1.834
Br -2.140 -2.482 0.000  -0.818
C 1.916 -3.923 1.911  -0.631
C 1.315 -2.709 2.615  -0.081
O -0.068 -3.081 2.795  -0.733
H 1.693 -4.787 2.537  0.219
H 3.005 -3.896 1.856  0.212
H 1.479 -4.042 0.920  0.196
H 1.351 -1.735 2.127  0.181
H 1.798 -2.542 3.578  0.180
H -0.468 -2.802 1.969  0.455
C 1.385 -2.129 -2.275  -0.645
C 2.226 -0.919 -1.860  0.104
C 2.945 -0.420 -3.070  -0.399
C 2.079 0.313 -4.043  -0.394
C 1.313 1.440 -3.397  -0.403
C 0.594 1.111 -2.107  0.114
N 1.421 0.193 -1.277  -0.186
O 0.876 -0.161 -0.062  -0.551
C 0.341 2.492 -1.333  -0.607
C -0.809 0.548 -2.434  -0.661
C 3.332 -1.399 -0.896  -0.613
H 0.593 -1.855 -2.972  0.200
H 0.899 -2.523 -1.382  0.196
H 1.942 -2.846 -2.877  0.227
H 3.817 0.194 -2.849  0.213
H 3.337 -1.259 -3.645  0.212
H 1.329 -0.322 -4.515  0.185
H 2.726 0.711 -4.825  0.219
H 0.665 1.888 -4.151  0.215
H 2.064 2.216 -3.247  0.211
H 1.202 3.115 -1.090  0.226
H -0.371 3.111 -1.879  0.208
H -0.047 2.308 -0.331  0.207
H -1.400 1.149 -3.125  0.225
H -0.838 -0.393 -2.984  0.208
H -1.457 0.378 -1.575  0.196
H 4.023 -2.204 -1.144  0.224
H 2.873 -1.711 0.042  0.213
H 3.971 -0.551 -0.651  0.219
H 0.130 -0.686 -0.360  0.434
C -1.419 0.488 2.752  -0.658
C -2.812 0.995 2.255  -0.052
C -3.203 2.488 2.527  -0.063
O -3.036 2.806 3.935  -0.549
C -3.574 4.102 4.278  -0.246
N -2.847 0.789 0.842  -0.867
H -1.160 -0.562 2.622  0.214
H -1.309 0.567 3.834  0.229
H -0.594 1.110 2.406  0.222
H -3.690 0.437 2.581  0.165
H -4.218 2.476 2.130  0.170
H -2.636 3.173 1.896  0.163
H -3.523 4.297 5.349  0.203
H -4.612 4.155 3.950  0.167
H -2.918 4.727 3.672  0.176
H -2.195 1.421 0.399  0.357
H -2.460 -0.118 0.624  0.359